Entry 1:
The following is a quantum chemistry calculation of the molecule C21H25N3O3S2, from OMol25.

Results
SMILES string	COc1ccc(-n2c(SCCNCCO)nc3sc4c(c3c2=O)CCCC4)cc1
HOMO energy	-7.79	eV
lowest unoccupied orbital energy	0.64	eV
HOMO-LUMO gap	8.4	eV
ΔE to the lowest compared entry with this formula, charge and spin	100.2	kJ/mol

Atoms and positions in Å:
1 C -7.53329 0.02845 -0.66793
2 O -6.70668 0.29306 0.44084
3 C -5.36622 0.12634 0.30936
4 C -4.72386 -0.28206 -0.85544
5 C -3.34745 -0.41788 -0.87576
6 C -2.60367 -0.14708 0.25917
7 N -1.18683 -0.31257 0.23676
8 C -0.37517 0.77491 0.29932
9 S -1.15273 2.34141 0.33826
10 C 0.32455 3.40475 0.30530
11 C 0.92715 3.49734 -1.10187
12 N 2.16007 4.23672 -1.18881
13 C 3.32651 3.64205 -0.55886
14 C 3.66760 4.25423 0.80817
15 O 3.77550 5.65773 0.73581
16 N 0.91933 0.72636 0.31362
17 C 1.46550 -0.50015 0.25590
18 S 3.17428 -0.76395 0.25007
19 C 2.91694 -2.49205 0.14245
20 C 1.60232 -2.82798 0.10711
21 C 0.75101 -1.68659 0.17386
22 C -0.68828 -1.63706 0.15437
23 O -1.45604 -2.57237 0.08022
24 C 1.13770 -4.24542 0.02611
25 C 2.27867 -5.15770 -0.41895
26 C 3.54115 -4.86315 0.38838
27 C 4.05197 -3.45389 0.08036
28 C -3.23787 0.25022 1.43064
29 C -4.60656 0.39105 1.45180
30 H -7.45219 -1.01463 -0.98925
31 H -7.30045 0.68908 -1.50908
32 H -8.54973 0.22245 -0.32928
33 H -5.28076 -0.50119 -1.75212
34 H -2.85064 -0.74234 -1.77712
35 H 1.02975 2.96253 1.00576
36 H -0.00644 4.37994 0.66166
37 H 0.20282 3.97320 -1.76984
38 H 1.12178 2.48627 -1.46823
39 H 2.04325 5.18690 -0.84685
40 H 4.18109 3.80902 -1.22964
41 H 3.18341 2.56545 -0.45301
42 H 4.59811 3.80816 1.18669
43 H 2.87419 4.06730 1.53414
44 H 4.45298 5.88064 0.08679
45 H 0.77405 -4.54968 1.01236
46 H 0.28848 -4.31024 -0.65583
47 H 2.48491 -4.99393 -1.47887
48 H 1.98570 -6.20063 -0.29000
49 H 3.31166 -4.94078 1.45297
50 H 4.31954 -5.59167 0.15592
51 H 4.49488 -3.42965 -0.92130
52 H 4.83306 -3.16364 0.78685
53 H -2.65556 0.44404 2.31838
54 H -5.11950 0.69864 2.34864


Entry 2:
The following is a quantum chemistry calculation of a structure of composition C21H25N8O5S2Se2Tl, from OMol25.

Results
charge	-2
HOMO energy	-2.85	eV
lowest unoccupied orbital energy	4.32	eV
HOMO-LUMO gap	7.2	eV
ΔE to the lowest compared entry with this formula, charge and spin	0.0	kJ/mol

Atoms and positions in Å:
1 Tl -0.52770 -0.48833 -0.73580
2 O 3.38179 -2.19377 -1.86669
3 C 2.44986 -1.58830 -1.34515
4 O 1.20915 -1.72772 -1.60619
5 C 2.79288 -0.59967 -0.23100
6 C 4.11726 -0.37463 0.12296
7 C 4.38441 0.48860 1.16966
8 C 3.32568 1.07435 1.85074
9 C 2.03610 0.78450 1.43906
10 N 1.78321 -0.01861 0.40702
11 H 4.88906 -0.88067 -0.43841
12 H 5.40732 0.69937 1.46086
13 H 3.48484 1.74802 2.68243
14 H 1.17380 1.20381 1.94194
15 O -0.66619 -4.99346 -0.93933
16 C -0.59414 -4.12658 0.19447
17 C -1.97078 -3.69265 0.71575
18 C -2.71287 -4.94434 1.22224
19 O -2.95620 -5.92305 0.22688
20 C -2.87231 -2.98584 -0.32275
21 Se -2.02463 -2.32617 -1.97636
22 C -1.75064 -2.81826 1.95728
23 Se -1.25844 -0.90690 1.77556
24 H -0.82392 -4.39185 -1.69287
25 H 0.02353 -3.26044 -0.04697
26 H -0.09095 -4.68945 0.98641
27 H -3.68575 -4.64115 1.62456
28 H -2.13409 -5.38055 2.05134
29 H -2.19613 -5.87481 -0.38192
30 H -3.35556 -2.13668 0.15579
31 H -3.64768 -3.67393 -0.65867
32 H -0.99559 -3.28306 2.59428
33 H -2.68301 -2.78985 2.52713
34 C -4.84617 0.37546 0.76502
35 C -4.15170 1.47934 0.03402
36 C -4.64018 2.78186 -0.03202
37 C -3.89367 3.67798 -0.77278
38 N -2.75420 3.36958 -1.37103
39 C -2.33756 2.10760 -1.21729
40 S -0.79546 1.69101 -1.92866
41 N -3.01317 1.15314 -0.56421
42 H -5.81639 0.68873 1.15136
43 H -4.20352 0.03721 1.58238
44 H -4.97550 -0.47145 0.09188
45 H -5.55958 3.07378 0.45637
46 H -4.22999 4.70508 -0.89342
47 O -0.52679 2.60820 1.54678
48 N 0.14135 3.47665 0.97064
49 C 0.86951 4.31275 1.74707
50 C 0.91745 4.23274 3.16714
51 N 0.97711 4.17014 4.31813
52 C 1.65622 5.28009 1.08062
53 N 2.29068 6.06653 0.51724
54 C 4.89865 2.87990 -3.68578
55 N 3.85545 3.49448 -2.89645
56 C 2.76386 2.78613 -2.46315
57 N 2.02324 3.42142 -1.55339
58 S 2.40776 1.25052 -3.02388
59 H 5.58072 3.66211 -4.02191
60 H 4.45831 2.38737 -4.54947
61 H 5.45476 2.12209 -3.12547
62 H 4.12920 4.27164 -2.31649
63 H 2.26320 4.33669 -1.20512
64 H 1.15998 3.01268 -1.21554


Entry 3:
The following is a quantum chemistry calculation of a structure of composition C21H26BN6PdSi at a distorted geometry, from OMol25.

Results
charge	-1
HOMO energy (alpha / beta)	-3.75 / -3.62	eV
lowest unoccupied orbital energy (alpha / beta)	3.00 / 3.00	eV
HOMO-LUMO gap (alpha / beta)	6.8 / 6.6	eV
ΔE to the lowest compared entry with this formula, charge and spin	202.4	kJ/mol

Atoms and positions in Å:
1 Pd -0.48863 -0.49241 -0.02568
2 C -2.57973 -2.08671 -3.48098
3 C -2.04533 -2.28471 -2.20588
4 N -1.91563 -1.12281 -1.58578
5 N -2.34383 -0.17241 -2.41098
6 C -2.75013 -0.72211 -3.56758
7 B -2.36853 1.31889 -2.05148
8 N -0.94783 1.90469 -2.04958
9 C -0.42873 2.81729 -2.88668
10 C 0.80317 3.19459 -2.40008
11 C 0.95427 2.44279 -1.23168
12 N -0.10733 1.67759 -1.03768
13 N -2.88833 1.50819 -0.62288
14 C -3.84203 2.36799 -0.23288
15 C -3.88243 2.36959 1.14452
16 C -2.88073 1.46849 1.51382
17 N -2.29603 0.96289 0.43952
18 H -2.81913 -2.82541 -4.21978
19 H -1.77863 -3.20121 -1.71978
20 H -3.13233 -0.11801 -4.36678
21 H -3.05293 1.89899 -2.83398
22 H -0.95883 3.12529 -3.76748
23 H 1.47817 3.91939 -2.81068
24 H 1.78557 2.42699 -0.55148
25 H -4.41943 2.91309 -0.95448
26 H -4.53533 2.93619 1.78022
27 H -2.58163 1.17139 2.49942
28 C 1.43957 -0.82281 -0.85918
29 C 2.61217 -0.61461 -0.58198
30 C 3.96797 -0.29931 -0.35298
31 C 5.02957 -1.00081 -0.94108
32 C 6.33647 -0.62471 -0.70318
33 C 6.62167 0.45419 0.12272
34 C 5.57957 1.14969 0.72292
35 C 4.27377 0.77919 0.49092
36 H 4.81517 -1.84371 -1.58448
37 H 7.14757 -1.17771 -1.16418
38 H 7.64517 0.75489 0.30492
39 H 5.78777 1.98729 1.37942
40 H 3.45917 1.30959 0.96702
41 C -0.53593 -2.67311 4.01172
42 Si -0.85663 -1.68391 2.37842
43 C -2.77553 -1.74261 2.17832
44 C -0.06193 0.01799 2.85312
45 C -0.12573 -2.49921 0.88552
46 H -1.00873 -2.20201 4.86782
47 H 0.52857 -2.73101 4.21532
48 H -0.91323 -3.68771 3.94922
49 H -3.30793 -1.14181 2.90792
50 H -3.12223 -2.76671 2.28562
51 H -3.06253 -1.40131 1.18642
52 H -0.58843 0.51819 3.66302
53 H -0.01163 0.69929 1.99452
54 H 0.95767 -0.15261 3.19012
55 H -0.73763 -3.24291 0.38332
56 H 0.92857 -2.76021 0.88572


Entry 4:
The following is a quantum chemistry calculation of the molecule C21H26BrN3O4S, from OMol25.

Results
SMILES string	CCOc1ccccc1NC(=O)CCN1CCN(S(=O)(=O)c2ccc(Br)cc2)CC1
HOMO energy	-7.86	eV
lowest unoccupied orbital energy	0.18	eV
HOMO-LUMO gap	8.0	eV
ΔE to the lowest compared entry with this formula, charge and spin	29.8	kJ/mol

Atoms and positions in Å:
1 C -1.84376 -2.89609 -2.17090
2 C -1.24456 -2.50577 -0.82349
3 O -1.93268 -1.42579 -0.21940
4 C -3.15049 -1.63631 0.37700
5 C -3.74166 -2.86910 0.59519
6 C -4.96866 -2.95419 1.23861
7 C -5.61409 -1.81180 1.66683
8 C -5.03862 -0.56966 1.45362
9 C -3.81394 -0.46864 0.81292
10 N -3.18298 0.74334 0.53689
11 C -3.50054 1.99396 0.94388
12 O -4.44648 2.29794 1.64054
13 C -2.53309 3.03883 0.38669
14 C -1.06391 2.76709 0.74454
15 N -0.59117 1.54097 0.12128
16 C -0.12136 1.68015 -1.24595
17 C 1.31366 2.21326 -1.32798
18 N 2.21434 1.38979 -0.54049
19 S 2.69779 -0.03952 -1.27112
20 O 1.91526 -1.17612 -0.86204
21 O 2.82743 0.21805 -2.67304
22 C 4.33033 -0.19479 -0.55198
23 C 5.28431 0.74690 -0.88940
24 C 6.55245 0.65922 -0.34366
25 C 6.83432 -0.37782 0.53450
26 Br 8.56948 -0.50164 1.28970
27 C 5.88107 -1.32595 0.87283
28 C 4.61543 -1.22868 0.31912
29 C 1.77414 1.23411 0.83387
30 C 0.32530 0.73189 0.90168
31 H -1.83059 -2.04140 -2.84277
32 H -1.25768 -3.69746 -2.61165
33 H -2.87325 -3.22877 -2.05716
34 H -0.22141 -2.14222 -0.96118
35 H -1.21190 -3.36778 -0.14663
36 H -3.25880 -3.77829 0.27297
37 H -5.41246 -3.92538 1.39900
38 H -6.56825 -1.88014 2.16616
39 H -5.52904 0.33133 1.78220
40 H -2.27600 0.64652 0.07926
41 H -2.65193 3.06635 -0.69824
42 H -2.82834 4.00877 0.78822
43 H -0.98732 2.65755 1.82854
44 H -0.46508 3.64317 0.45507
45 H -0.79797 2.33648 -1.79554
46 H -0.14242 0.68648 -1.70567
47 H 1.67432 2.18664 -2.35567
48 H 1.38046 3.23730 -0.94679
49 H 5.02348 1.53029 -1.58211
50 H 7.31476 1.38070 -0.59419
51 H 6.12637 -2.12569 1.55451
52 H 3.84513 -1.94901 0.54607
53 H 2.44710 0.52385 1.31684
54 H 1.87430 2.20768 1.32600
55 H -0.01612 0.70092 1.93772
56 H 0.29535 -0.28151 0.49482